No. 1
Below is a gas-phase ion, C3H4N3O2 (charge -1) at a distorted geometry, with properties calculated with ωB97M-V/def2-TZVPD.

Output
HOMO level = -0.08686 Ha
Kohn-Sham gap = 6.4 eV
SMILES = N=C=C([O-])NC(N)=O
total charge = -1
DFT total energy = -431.47174 Ha

```
12
Properties=species:S:1:pos:R:3:nbo_charge:R:1
N -3.01732 -0.81067 -0.21680 -0.706
C -1.96188 -0.39775 0.29557 0.074
C -0.87774 0.34682 0.25266 0.404
O -0.76265 1.59552 0.24529 -0.765
N 0.23443 -0.63375 0.43975 -0.682
C 1.51955 -0.42095 0.03912 0.787
N 1.80455 0.96354 -0.01696 -0.912
O 2.29960 -1.30656 -0.16276 -0.690
H -2.96704 -0.83728 -1.18496 0.292
H 0.05294 -1.51703 0.80099 0.396
H 2.65881 1.34494 -0.39169 0.366
H 1.01675 1.67319 -0.10024 0.436
```



No. 2
Below is a molecular structure, C4H7NO, with properties calculated with ωB97M-V/def2-TZVPD.

Output
HOMO level = -0.29873 Ha
Kohn-Sham gap = 9.2 eV
total charge = 0
DFT total energy = -286.52425 Ha

```
13
Properties=species:S:1:pos:R:3:nbo_charge:R:1
C 1.74087 0.98115 0.69172 -0.249
C 0.02265 -0.70810 -0.69780 -0.451
C -1.42376 -1.11779 -0.61771 -0.211
N -1.71363 0.26016 -0.08227 -0.603
C -0.31334 0.41629 -0.04926 0.476
O 0.39911 1.41648 0.48626 -0.486
H 2.17918 0.56779 -0.22587 0.181
H 2.32240 1.84585 1.01198 0.196
H 1.75638 0.18871 1.45280 0.185
H 0.86327 -0.94520 -1.33045 0.218
H -1.61218 -1.87864 0.15193 0.187
H -1.93574 -1.37740 -1.54690 0.190
H -2.28520 0.35071 0.75556 0.366
```



No. 3
Below is 2 unconnected molecules or ions with the total composition C5H10N2O3S at a distorted geometry, with properties calculated with ωB97M-V/def2-TZVPD.

Output
HOMO level = -0.28832 Ha
Kohn-Sham gap = 8.2 eV
total charge = 0
DFT total energy = -929.85781 Ha

```
21
Properties=species:S:1:pos:R:3:nbo_charge:R:1
C 1.87486 -0.38221 0.06133 -0.044
C 1.17379 -1.02675 1.02121 -0.077
C -0.22354 -0.22587 -0.47050 0.226
C 1.29302 1.07392 -1.88200 -0.424
C -1.24292 -1.47675 1.41619 -0.418
N 1.06537 0.13681 -0.87156 -0.331
N -0.14211 -1.02010 0.58632 -0.313
O -0.72076 1.35103 2.17645 -1.031
O -0.57350 3.31424 0.62650 -0.977
O -2.52209 1.77990 0.45194 -0.970
S -0.79261 1.87357 0.78882 1.691
H 2.92726 -0.16516 0.05621 0.233
H 1.68831 -1.42834 1.97593 0.265
H -1.15761 0.23313 -0.83662 0.289
H 0.80083 0.91261 -2.80035 0.224
H 1.00369 2.10709 -1.52570 0.246
H 2.40225 0.99620 -2.19750 0.222
H -2.00812 -1.77724 0.66498 0.214
H -0.83020 -2.30051 2.03317 0.225
H -1.75279 -0.62466 1.89355 0.273
H -2.89260 1.88647 1.37531 0.474
```



No. 4
Below is a molecular structure, C18H53CrO9 at a distorted geometry, with properties calculated with ωB97M-V/def2-TZVPD.

Output
multiplicity = 5
HOMO level (alpha / beta) = -0.43479 / -0.43479 Ha
Kohn-Sham gap (alpha / beta) = 6.6 / 6.9 eV
<S²> = 6.082
total charge = +1
DFT total energy = -2438.80983 Ha

```
81
Properties=species:S:1:pos:R:3:lowdin_charge:R:1
Cr 3.56646 2.00232 -1.24248 1.122
C -0.24677 0.75554 0.14217 -0.067
C 1.14555 0.11849 0.01639 -0.361
O 2.14174 1.09540 0.00824 -0.339
H -0.50509 1.24631 -0.79319 0.052
H -0.35543 1.43719 0.98634 0.066
H -0.93480 -0.04774 0.42631 0.072
H 1.17289 -0.54803 -0.85427 0.091
H 1.25077 -0.49280 0.92426 0.103
C 3.81500 -1.73052 -2.40163 -0.057
C 4.40831 -1.42858 -1.04341 -0.261
O 4.68156 -0.02377 -0.90732 -0.133
H 3.56547 -2.77712 -2.57122 0.095
H 4.40571 -1.26589 -3.18650 0.086
H 2.79149 -1.33683 -2.39087 0.052
H 5.38648 -1.91486 -0.94776 0.127
H 3.88471 -1.95748 -0.24395 0.116
H 5.47989 0.12515 -0.39337 0.100
C -0.83582 -3.09114 -2.26588 -0.080
C -2.29224 -3.23081 -1.86383 -0.309
O -3.11554 -3.67873 -2.93422 -0.073
H -0.18568 -2.66622 -1.49372 0.055
H -0.73681 -2.37258 -3.08431 0.056
H -0.42430 -4.06680 -2.51817 0.082
H -2.83259 -2.35719 -1.49595 0.094
H -2.27806 -3.98475 -1.07028 0.096
H -3.39536 -4.58979 -2.82761 0.085
C 3.17636 -0.46995 3.84976 -0.078
C 3.93272 -0.59235 2.55511 -0.326
O 5.32272 -0.55124 2.89759 -0.060
H 3.27511 0.54983 4.23662 0.061
H 3.56473 -1.10792 4.63938 0.087
H 2.09467 -0.53090 3.71131 0.074
H 3.60723 0.14975 1.81578 0.086
H 3.69439 -1.56075 2.09492 0.102
H 5.85543 -0.43944 2.10680 0.063
C 0.56963 0.38305 -4.06604 -0.048
C 1.27949 1.55662 -3.41439 -0.227
O 2.63934 1.24926 -2.98568 -0.173
H -0.45443 0.74305 -4.20307 0.097
H 0.51505 -0.48677 -3.41369 0.055
H 0.88091 0.08375 -5.06639 0.089
H 0.72678 1.82658 -2.51554 0.100
H 1.28773 2.44427 -4.04802 0.129
H 3.13277 1.12399 -3.80748 0.122
C -4.71726 -0.01436 -0.13436 -0.081
C -5.33686 -0.64786 -1.35754 -0.332
O -6.49835 0.10101 -1.68479 -0.070
H -5.35626 -0.09525 0.74363 0.084
H -4.56662 1.06658 -0.21852 0.053
H -3.69596 -0.37108 0.02063 0.051
H -5.65306 -1.67343 -1.12868 0.112
H -4.60257 -0.76447 -2.16246 0.102
H -6.78144 -0.11971 -2.57664 0.084
C -1.28236 -4.14428 1.73184 -0.092
C -1.48305 -2.78306 2.38684 -0.336
O -1.72162 -2.96266 3.76133 -0.049
H -2.21529 -4.69015 1.57796 0.076
H -0.60515 -4.76528 2.32052 0.079
H -0.81843 -4.13925 0.74166 0.052
H -2.20284 -2.23330 1.76997 0.100
H -0.51245 -2.28552 2.24189 0.095
H -1.50384 -2.13971 4.20762 0.086
C 0.59094 3.51938 3.86111 -0.078
C 1.98820 3.34558 3.28750 -0.299
O 1.96694 3.27629 1.86795 -0.108
H 0.57923 3.34178 4.93891 0.077
H -0.13807 2.85801 3.39718 0.067
H 0.29465 4.56561 3.75440 0.075
H 2.30018 2.34197 3.60562 0.082
H 2.73256 4.03962 3.66746 0.117
H 1.70578 2.41629 1.51644 0.024
C -2.41590 3.30609 -0.59837 -0.094
C -3.10842 4.51937 0.00056 -0.308
O -4.38915 4.19127 0.52493 -0.080
H -1.61941 3.74504 -1.21794 0.072
H -2.98100 2.64045 -1.24593 0.073
H -1.86759 2.78764 0.18272 0.042
H -3.25941 5.30394 -0.75145 0.109
H -2.52438 4.97460 0.79858 0.114
H -4.95988 3.89924 -0.19122 0.080
```



No. 5
Below is 2 unconnected molecules or ions with the total composition C7H16N2O3 at a distorted geometry, with properties calculated with ωB97M-V/def2-TZVPD.

Output
HOMO level = -0.31764 Ha
Kohn-Sham gap = 9.1 eV
SMILES = CCC/C(CC)=N\N=O.COO
total charge = 0
DFT total energy = -611.31976 Ha

```
28
Properties=species:S:1:pos:R:3:nbo_charge:R:1
C 4.03279 -1.50907 -0.52415 -0.604
C 2.67363 -0.83042 -0.41450 -0.379
C 1.60950 -1.78813 0.13941 -0.449
C 0.28033 -1.10079 0.30898 0.315
C -0.36110 -0.95331 1.66248 -0.446
C -0.95446 0.44066 1.86501 -0.602
N -0.27456 -0.57770 -0.70147 -0.167
N -0.89381 -0.63396 -1.74124 0.257
O -1.02426 0.21640 -2.60786 -0.477
H 3.96957 -2.38834 -1.16434 0.205
H 4.76363 -0.82524 -0.95012 0.217
H 4.38538 -1.82191 0.45695 0.202
H 2.35854 -0.48040 -1.40035 0.210
H 2.74956 0.04178 0.23993 0.201
H 1.93837 -2.18852 1.09951 0.213
H 1.49319 -2.62349 -0.55925 0.226
H -1.15703 -1.69821 1.74711 0.231
H 0.37775 -1.16194 2.43666 0.212
H -1.71208 0.64454 1.11199 0.229
H -0.17472 1.19344 1.78383 0.209
H -1.41005 0.51479 2.84999 0.213
C -3.48216 2.86570 -0.14275 -0.255
O -3.08497 1.72382 -0.85100 -0.312
O -3.02931 2.04830 -2.24014 -0.477
H -2.74552 3.66820 -0.24607 0.172
H -3.54711 2.54657 0.89703 0.188
H -4.45895 3.22081 -0.48716 0.177
H -2.32217 1.45642 -2.56850 0.490
```



No. 6
Below is 6 unconnected molecules or ions with the total composition C20H34FO13S2 at a distorted geometry, with properties calculated with ωB97M-V/def2-TZVPD.

Output
HOMO level = -0.21129 Ha
Kohn-Sham gap = 7.8 eV
total charge = -1
DFT total energy = -2656.63313 Ha

```
70
Properties=species:S:1:pos:R:3:nbo_charge:R:1
F 0.25661 -0.67678 1.03499 -0.981
C -2.04871 -2.55458 4.26881 -0.598
C -2.43574 -3.19094 2.90412 0.059
C -1.30187 -3.21569 1.83097 -0.101
O -1.27291 -4.57271 1.46617 -0.479
C -2.01554 -5.31667 2.20868 0.974
O -1.94131 -6.54292 2.03685 -0.639
O -2.62165 -4.59214 3.14193 -0.496
H -2.70226 -3.07307 4.83918 0.215
H -2.06133 -1.41737 4.08134 0.228
H -1.22998 -2.93249 4.63290 0.197
H -3.31859 -2.63634 2.69943 0.188
H -0.16479 -2.82191 2.35168 0.218
H -1.36173 -2.59254 1.01332 0.224
C -0.08716 4.08560 1.87607 -0.678
C 1.10954 3.61847 0.97685 0.085
C 0.79532 2.57976 -0.02948 -0.109
O 0.57464 3.26443 -1.16861 -0.489
C 0.98301 4.54748 -0.94348 0.970
O 0.92202 5.41348 -1.73225 -0.599
O 1.35534 4.65765 0.27228 -0.470
H -1.01885 4.59964 1.62988 0.222
H 0.13175 4.80839 2.68143 0.219
H -0.40971 3.14004 2.36950 0.215
H 1.99879 3.17165 1.61552 0.221
H -0.05344 2.12035 0.35722 0.195
H 1.49860 1.78842 -0.12849 0.219
C -4.97991 0.88275 -0.30977 -0.642
C -3.97030 0.13286 0.56717 0.083
C -2.94185 0.95491 1.43376 -0.119
O -3.49737 0.97911 2.74316 -0.486
C -4.40428 -0.00725 2.84875 0.961
O -4.78498 -0.34030 3.99709 -0.635
O -4.74115 -0.51684 1.72853 -0.488
H -5.29881 1.77337 0.38878 0.220
H -5.81957 0.26705 -0.72290 0.234
H -4.49489 1.05125 -1.20700 0.217
H -3.42871 -0.53359 -0.10756 0.209
H -2.82566 1.94371 1.11368 0.189
H -2.04804 0.45271 1.60852 0.252
C 5.69245 -0.45972 -1.51760 -0.406
C 4.66233 -1.64055 -1.16884 -0.400
C 3.75487 -0.91892 -0.14115 -0.740
S 4.82622 -0.19368 1.00540 2.136
O 5.18551 -1.03467 2.12857 -0.925
O 4.30794 1.20032 1.22944 -0.975
C 6.16898 0.07482 -0.17935 -0.630
H 5.18638 0.40211 -2.06549 0.221
H 6.46705 -0.89533 -2.07207 0.208
H 5.18728 -2.38455 -0.72057 0.203
H 3.92550 -1.95031 -2.00682 0.253
H 3.01611 -1.54433 0.51215 0.306
H 3.04899 -0.08686 -0.36835 0.307
H 6.94957 -0.32503 0.13918 0.197
H 6.48482 1.23703 -0.25585 0.241
C -1.07717 0.30816 -4.71847 -0.364
C -1.18950 0.78240 -3.36086 -0.434
C -0.81226 -0.36212 -2.42019 -0.672
S 0.79553 -0.68471 -3.01408 2.225
O 1.18064 -2.08492 -2.84477 -0.930
O 1.59600 0.37281 -2.59918 -0.971
C 0.44555 -0.26931 -4.68513 -0.708
H -0.99519 1.14299 -5.58123 0.197
H -1.96756 -0.21330 -4.99057 0.211
H -2.10211 1.13100 -3.12009 0.208
H -0.60289 1.61693 -3.16997 0.241
H -1.15713 -1.28345 -2.48175 0.227
H -0.71255 0.02887 -1.48637 0.285
H 0.44923 -1.17751 -5.26718 0.238
H 0.94089 0.51288 -5.14783 0.247
```



No. 7
Below is a molecular structure, C18H28N2OPt at a distorted geometry, with properties calculated with ωB97M-V/def2-TZVPD.

Output
HOMO level = -0.57382 Ha
Kohn-Sham gap = 6.7 eV
total charge = +2
DFT total energy = -1006.03321 Ha

```
50
Properties=species:S:1:pos:R:3:nbo_charge:R:1
Pt 0.28030 1.37875 0.36346 1.213
C -1.23942 2.14931 2.61295 -0.443
N 0.00185 1.35313 2.39797 -0.296
C -0.22149 -0.06028 2.83866 -0.426
C 1.15513 1.94592 3.18577 -0.252
C 2.35773 1.94776 2.30646 -0.095
C 3.65530 2.18986 2.73452 -0.184
C 4.69231 2.16958 1.81154 -0.126
C 4.45060 1.91931 0.45892 -0.177
C 3.15924 1.68441 0.01967 -0.245
C 2.13403 1.71090 0.95463 -0.056
H -1.45387 2.16948 3.68329 0.251
H -2.06633 1.67959 2.08541 0.236
H -1.09258 3.16828 2.25551 0.236
H -0.49754 -0.04729 3.89376 0.234
H 0.69757 -0.62242 2.69505 0.244
H -1.02310 -0.50169 2.25384 0.235
H 1.28709 1.36220 4.09658 0.249
H 0.87022 2.95889 3.47339 0.247
H 3.86041 2.38107 3.78017 0.247
H 5.70493 2.34575 2.14794 0.252
H 5.27061 1.90934 -0.24542 0.254
H 2.95757 1.49959 -1.02925 0.245
C 1.18522 -3.74587 -0.67383 -0.589
C -0.01620 -2.92576 -1.16280 -0.191
C -1.32559 -3.54397 -0.64473 -0.584
C -0.03091 -2.86142 -2.69821 -0.584
C 0.07774 -1.55726 -0.63675 0.220
C 0.17719 -0.41685 -0.25044 -0.371
H 1.13797 -4.74416 -1.10786 0.235
H 1.17670 -3.84438 0.41179 0.218
H 2.12597 -3.28635 -0.97658 0.221
H -1.40062 -4.57049 -1.00368 0.240
H -2.19390 -2.99336 -1.00994 0.206
H -1.34995 -3.56434 0.44484 0.217
H -0.02946 -3.87538 -3.09762 0.239
H 0.84731 -2.34308 -3.08301 0.221
H -0.92755 -2.35460 -3.05987 0.200
C -3.80956 0.80552 -1.52355 -0.430
N -2.69512 0.89099 -2.46684 -0.305
C -2.95982 0.43239 -3.83206 -0.413
C -1.52838 1.33976 -2.12577 0.557
O -1.26427 1.80743 -0.96198 -0.743
H -4.69088 1.25599 -1.97525 0.243
H -3.56004 1.33352 -0.61040 0.232
H -4.01858 -0.24207 -1.30771 0.232
H -3.19821 -0.63035 -3.81618 0.231
H -2.08908 0.60222 -4.45990 0.231
H -3.80811 0.98083 -4.23671 0.239
H -0.77245 1.35962 -2.90977 0.185
```



For the records above, the corresponding energy above the lowest of the compared OMol25 structures with the same formula, charge and spin values read 26.7; 67.4; 85.3; 15.7; 134.3; 42.0; 8.2 kcal per mole.